{
  "formula": "C2H4N2O",
  "method": "ωB97M-V/def2-TZVPD",
  "lumo_energy_ha": -0.031,
  "total_charge": 0,
  "homo_lumo_gap_ev": 9.2,
  "smiles": "C/N=N/C=O",
  "elements": ["H", "C", "C", "N", "H", "N", "O", "H", "H"],
  "xyz": [[-0.594, 2.046, 0.998], [0.536, -1.207, -1.412], [-0.427, 0.976, 1.153], [-0.377, 0.301, -0.147], [-1.259, 0.580, 1.742], [0.510, -0.578, -0.188], [1.442, -1.944, -1.795], [-0.330, -1.032, -2.077], [0.499, 0.857, 1.727]]
}



{
  "formula": "C2H4N2O2",
  "method": "ωB97M-V/def2-TZVPD",
  "lumo_energy_ha": 0.010,
  "total_charge": 0,
  "homo_lumo_gap_ev": 10.3,
  "smiles": "NN(C=O)C=O",
  "elements": ["O", "C", "H", "N", "O", "H", "H", "C", "N", "H"],
  "xyz": [[-0.698, 0.982, 2.003], [-0.823, 0.839, 0.695], [0.226, -1.079, 1.610], [0.333, -1.323, 0.537], [1.083, -0.471, -1.951], [1.394, -1.396, 0.371], [-0.361, 1.018, -1.726], [0.186, 0.162, -1.381], [-0.212, -0.134, -0.050], [-1.364, 1.565, 0.034]]
}



{
  "formula": "C2H4N2O2",
  "method": "ωB97M-V/def2-TZVPD",
  "lumo_energy_ha": 0.025,
  "total_charge": 0,
  "homo_lumo_gap_ev": 10.9,
  "smiles": "[H]/N=C(/O)NC=O",
  "elements": ["H", "H", "N", "O", "N", "C", "H", "H", "C", "O"],
  "xyz": [[-0.880, 2.265, 0.470], [-0.325, -0.023, 2.283], [0.086, 0.062, -0.699], [0.895, -1.327, -2.308], [-0.685, 1.495, 1.090], [-0.236, 0.409, 0.606], [0.009, 0.779, -1.408], [0.600, -1.941, -0.387], [0.566, -1.159, -1.158], [-0.030, -0.560, 1.511]]
}



{
  "formula": "C2H4N2O2S",
  "method": "ωB97M-V/def2-TZVPD",
  "lumo_energy_ha": 0.015,
  "total_charge": 0,
  "homo_lumo_gap_ev": 10.5,
  "smiles": "O=CSN/C=N\\O",
  "elements": ["N", "O", "H", "H", "C", "S", "H", "H", "N", "O", "C"],
  "xyz": [[2.134, 0.554, -0.499], [2.786, -0.561, -0.078], [-3.138, -0.478, -0.870], [2.177, -1.056, 0.446], [0.904, 0.651, -0.162], [-0.936, -1.269, -0.214], [-0.142, 0.002, 1.479], [0.350, 1.552, -0.481], [0.251, -0.368, 0.611], [-2.157, 1.041, 0.120], [-2.229, -0.068, -0.351]]
}



{
  "formula": "C2H4N2O2S2",
  "method": "ωB97M-V/def2-TZVPD",
  "lumo_energy_ha": [0.206, 0.206],
  "total_charge": -2,
  "homo_lumo_gap_ev": [4.3, 4.3],
  "elements": ["H", "H", "H", "N", "C", "C", "S", "O", "O", "N", "H", "S"],
  "xyz": [[-0.737, -0.232, -0.307], [-1.290, 1.010, 2.051], [-2.055, 1.057, -0.685], [-1.050, 1.257, 1.109], [-1.577, 0.389, 0.082], [1.251, 0.048, 1.022], [1.946, -1.106, -1.602], [1.049, -2.120, -2.174], [1.903, 0.081, -2.459], [1.186, -0.450, -0.080], [-2.502, -0.132, 0.539], [1.875, 0.198, 2.504]]
}



{
  "formula": "C2H4N2O2S2",
  "method": "ωB97M-V/def2-TZVPD",
  "lumo_energy_ha": -0.004,
  "total_charge": 0,
  "homo_lumo_gap_ev": 9.2,
  "smiles": "O=C(NO)N(S)C=S",
  "elements": ["H", "O", "S", "N", "S", "H", "O", "C", "C", "H", "N", "H"],
  "xyz": [[-2.162, -1.935, -0.181], [2.017, 0.573, 0.373], [-0.493, 2.341, 0.480], [-0.590, -0.376, 0.360], [-1.391, -1.801, 0.890], [-1.781, 0.666, 1.591], [-0.084, -1.270, -1.703], [-0.995, 0.829, 0.848], [0.276, -0.562, -0.799], [2.065, -0.086, -1.513], [1.438, 0.130, -0.793], [1.700, 1.491, 0.446]]
}



{
  "formula": "C2H4N2O3",
  "method": "ωB97M-V/def2-TZVPD",
  "lumo_energy_ha": 0.018,
  "total_charge": 0,
  "homo_lumo_gap_ev": 10.4,
  "smiles": "C#[N+][O-].C#[N+][O-].O",
  "elements": ["N", "C", "O", "H", "C", "H", "N", "H", "O", "O", "H"],
  "xyz": [[1.629, -1.923, -0.474], [0.866, -2.443, 0.215], [2.456, -1.534, -1.228], [-0.093, -2.567, 0.715], [-2.023, 0.680, 0.274], [-2.089, 0.855, -0.759], [-1.318, 0.365, 1.148], [0.967, 2.278, -0.175], [-0.802, 0.288, 2.218], [0.179, 1.785, -0.539], [0.228, 2.215, -1.394]]
}



{
  "formula": "C2H4N2O3S",
  "method": "ωB97M-V/def2-TZVPD",
  "lumo_energy_ha": 0.021,
  "total_charge": 0,
  "homo_lumo_gap_ev": 9.6,
  "smiles": "O=CONC(=S)NO",
  "elements": ["N", "S", "H", "N", "C", "O", "O", "H", "C", "H", "O", "H"],
  "xyz": [[-0.343, -1.384, -0.589], [0.282, 0.757, -2.073], [0.118, -0.311, 3.496], [-0.546, 0.660, 0.452], [-0.167, -0.074, -0.680], [-0.079, -2.169, -1.676], [0.804, 1.468, 2.575], [-0.009, 1.551, 0.663], [0.209, 0.398, 2.637], [-0.634, -1.880, 0.245], [-0.503, -0.155, 1.651], [0.204, -1.498, -2.422]]
}



{
  "formula": "C2H4N2O3S",
  "method": "ωB97M-V/def2-TZVPD",
  "lumo_energy_ha": 0.001,
  "total_charge": 0,
  "homo_lumo_gap_ev": 10.2,
  "elements": ["O", "N", "H", "H", "C", "H", "S", "O", "H", "N", "O", "C"],
  "xyz": [[4.314, -0.336, -1.145], [1.490, 1.299, 0.059], [-0.949, -0.392, -0.782], [-0.016, -1.737, -0.065], [1.104, -0.010, -0.085], [0.919, 1.851, -0.557], [3.517, -0.163, 0.045], [4.211, -0.257, 1.315], [-0.814, -0.489, 0.895], [2.141, -0.948, -0.115], [2.851, 1.402, -0.018], [-0.188, -0.726, -0.104]]
}



{
  "formula": "C2H4N2O4",
  "method": "ωB97M-V/def2-TZVPD",
  "lumo_energy_ha": 0.017,
  "total_charge": 0,
  "homo_lumo_gap_ev": 10.8,
  "smiles": "O=CNOC(=O)NO",
  "elements": ["O", "H", "O", "H", "C", "N", "H", "N", "O", "O", "C", "H"],
  "xyz": [[-0.064, -1.036, -0.018], [-1.604, -0.998, -1.287], [3.168, 0.296, 0.275], [-1.689, 0.537, 1.392], [0.711, 0.121, -0.082], [2.022, -0.449, -0.010], [3.488, 0.557, -0.611], [-1.400, -0.766, -0.281], [-3.211, 0.468, 0.061], [0.349, 1.283, -0.360], [-2.106, 0.130, 0.443], [1.886, -1.197, 0.711]]
}



ΔE to the lowest compared entry with this formula, charge and spin, record by record: 46.04 66.59 23.79 64.08 45.27 29.28 179.18 75.29 77.27 64.36 kcal per mole